C11H32N10O15Zn2 | ωB97M-V/def2-TZVPD

The geometry in ORCA input format:
```
! wB97M-V def2-TZVPD RIJCOSX def2/J DEFGRID3
* xyz 0 1
O -6.9829 -2.0201 -2.8110
H 7.2999 -2.5499 -4.7289
H -4.1482 -2.7943 -1.4442
C 1.0798 -7.1593 0.8744
N -6.3669 -4.2677 3.9155
H 2.5882 -7.6095 -0.0483
H -7.2154 -4.5259 4.3986
N 1.7637 -7.0414 -0.1804
N 6.8982 5.3945 1.2590
H -3.2195 4.4027 2.4128
H 5.6220 -0.7254 -5.7101
H 5.0107 3.6533 -0.3476
C -4.6538 5.4302 3.2282
H 1.3729 3.8112 -6.4552
H -7.3455 -2.8547 5.5833
H 1.8918 -6.1810 -0.6937
O 0.3141 -6.3122 1.2396
Zn -0.1903 -2.6996 2.9593
H -0.7119 4.2147 -6.3421
O 4.9140 -0.4067 -3.9606
H 5.9151 4.9590 -0.9909
C 6.0095 -0.8921 -4.7051
O -0.5656 -0.6209 0.3769
N 5.6167 4.4429 -0.1757
C 5.9898 4.4838 1.0794
O -5.4635 4.5521 3.4485
C 0.4240 0.1011 0.3023
N 1.0992 -8.4587 1.2134
O 1.5038 -2.9421 5.8031
H -0.1531 4.1736 -2.2640
O 0.7728 -1.1004 5.7669
C -5.8766 -1.9809 -2.3501
C 1.6608 -1.8422 6.2822
C -5.6593 -3.3465 4.5389
N -4.8479 6.6173 3.6896
O 0.9382 3.4333 -5.6873
N -5.2439 -0.8720 -2.1821
H 7.1900 5.8368 0.3992
O 2.6546 -1.3402 5.7940
H -5.7713 -2.0800 6.0078
H 5.2880 -1.9660 -2.9485
H 0.1251 5.4780 -5.4907
O 0.4763 1.2562 0.7791
N -6.3475 -2.7293 5.4914
H 0.4202 -8.9444 1.7819
H -2.9338 6.1348 2.6281
O 1.2998 -0.4760 0.9560
H 5.4803 -3.0696 -4.9762
N -3.5360 5.3253 2.6750
H -5.2943 -3.8522 -2.1670
O 5.9731 -2.6130 -3.1317
H 7.3167 5.5028 2.1719
C -0.1225 4.4174 -5.4479
H -4.1456 7.1669 4.1637
N -5.0522 -2.9151 -1.8783
O 5.4942 3.6632 1.9031
H -1.2224 3.1258 -4.0414
O -0.1042 4.7829 -3.0042
H 1.9915 -8.9233 1.1237
C 6.2382 -2.4421 -4.5072
C -0.9403 4.1770 -4.1003
H -5.6428 6.5669 4.3106
H 6.8987 -0.2616 -4.7011
O -4.5714 -3.0034 4.2752
H -1.9005 4.6928 -4.0976
H -4.3860 -0.7872 -1.6559
H 4.3074 0.1697 -4.4311
H -5.8481 -4.7815 3.2177
H -5.7985 -0.0290 -2.1393
Zn 2.4222 1.4507 3.7449
*
```

Results
E_LUMO	-3.92	eV
energy relative to the best compared isomer or geometry (same formula, charge and spin)	2227.1	kJ/mol
HOMO energy	-7.7066	eV
gap between HOMO and LUMO	3.79	eV

What are the natural (NBO) partial charges on each atom? They are as follows, in elementary charge units: O -0.65; H 0.18; H 0.40; C 0.74; N -0.84; H 0.36; H 0.39; N -0.79; N -0.82; H 0.41; H 0.16; H 0.41; C 0.73; H 0.46; H 0.38; H 0.40; O -0.64; Zn 0.19; H 0.17; O -0.76; H 0.39; C -0.09; O -0.44; N -0.84; C 0.75; O -0.68; C 0.86; N -0.85; O -0.36; H 0.47; O -0.26; C 0.75; C 0.85; C 0.75; N -0.83; O -0.72; N -0.82; H 0.39; O -0.26; H 0.41; H 0.48; H 0.18; O -0.39; N -0.86; H 0.41; H 0.39; O -0.24; H 0.17; N -0.79; H 0.39; O -0.73; H 0.42; C -0.09; H 0.38; N -0.85; O -0.69; H 0.18; O -0.73; H 0.37; C -0.09; C -0.10; H 0.39; H 0.17; O -0.66; H 0.18; H 0.38; H 0.49; H 0.41; H 0.39; Zn 0.06